Density functional theory data (the ωB97M-V functional and the def2-TZVPD basis) for C15H22IrN7O10P2 as an isolated structure at a distorted geometry.

```
! RIJCOSX wB97M-V def2-TZVPD def2/J DEFGRID3
* xyz 0 1
Ir 0.081 0.029 -0.342
O 2.153 -0.452 1.676
P 1.608 1.062 2.010
O 2.647 1.807 2.721
O 1.092 1.601 0.666
O 0.333 0.742 2.914
P -0.777 -0.433 2.720
O 0.057 -1.766 2.956
O -1.860 -0.265 3.687
O -1.221 -0.379 1.235
H 3.110 -0.454 1.813
H 0.844 -1.789 2.386
N -1.373 -0.864 -1.879
C -1.033 -0.408 -3.218
C 0.482 -0.316 -3.346
O 1.049 -0.757 -4.329
O 1.048 0.278 -2.348
H -1.316 -1.871 -1.779
H -2.259 -0.515 -1.534
H -1.409 0.607 -3.345
H -1.411 -1.058 -4.004
N 5.157 -1.977 -2.447
C 3.943 -1.469 -2.178
N 3.600 -0.280 -2.647
N 3.176 -2.198 -1.377
C 1.980 -1.971 -1.020
N 0.868 -1.942 -0.627
H 5.786 -1.518 -3.079
H 5.392 -2.879 -2.076
H 4.162 0.166 -3.353
H 2.614 0.021 -2.568
C -4.319 3.171 2.657
N -3.182 3.134 1.760
N -3.049 2.205 0.760
C -1.785 2.282 0.234
O -1.442 1.563 -0.766
C -1.129 3.307 0.952
C -2.005 3.775 1.896
C -1.833 4.843 2.916
C -4.148 1.466 0.237
C -4.105 0.080 0.254
C -5.173 -0.634 -0.274
C -6.269 0.031 -0.805
C -6.296 1.419 -0.828
C -5.232 2.142 -0.311
H -5.029 2.404 2.365
H -4.808 4.145 2.613
H -3.997 2.973 3.679
H -0.108 3.603 0.802
H -0.847 5.288 2.822
H -1.934 4.442 3.926
H -2.588 5.621 2.787
H -3.250 -0.409 0.703
H -5.155 -1.716 -0.251
H -7.105 -0.530 -1.202
H -7.147 1.939 -1.249
H -5.238 3.225 -0.332
*
```

Results
- Gap between HOMO and LUMO: 8.46 eV
- E_HOMO: -8.709 eV
- Max |F|: 5.609 eV/A
- Molar mass: 714.55 g mol⁻¹
- LUMO level: -0.247 eV
- ΔE to the lowest compared entry with this formula, charge and spin: 203.46 kJ/mol


Density functional theory data (the ωB97M-V functional and the def2-TZVPD basis) for a 2-piece molecular cluster, C4H5N2P overall at a distorted geometry.

```
! RIJCOSX wB97M-V def2-TZVPD def2/J DEFGRID3
* xyz 0 1
C 0.087 1.600 -0.220
C 3.088 0.436 -0.530
C -1.831 -1.412 0.420
C -0.753 0.503 -0.493
N 0.780 2.466 0.127
N -0.989 -0.434 0.448
P 3.408 -0.829 0.327
H 2.555 1.158 -0.991
H -2.371 -1.858 -0.431
H -2.164 -1.867 1.422
H -1.169 0.352 -1.475
H -0.642 -0.116 1.395
*
```

Results
- Gap between HOMO and LUMO (alpha / beta): 7.91 / 7.91 eV
- E_HOMO (alpha / beta): -7.782 / -7.782 eV
- Max |F|: 4.961 eV/A
- Molar mass: 112.07 g mol⁻¹
- LUMO level (alpha / beta): 0.124 / 0.123 eV
- ΔE to the lowest compared entry with this formula, charge and spin: 374.10 kJ/mol


Q: What is the formula in the second record?
A: C4H5N2P


Q: What is the molar mass in the first record?
A: 714.55 g mol⁻¹


Please write out number 2 again, unchanged.
Density functional theory data (the ωB97M-V functional and the def2-TZVPD basis) for a 2-piece molecular cluster, C4H5N2P overall at a distorted geometry.

```
! RIJCOSX wB97M-V def2-TZVPD def2/J DEFGRID3
* xyz 0 1
C 0.087 1.600 -0.220
C 3.088 0.436 -0.530
C -1.831 -1.412 0.420
C -0.753 0.503 -0.493
N 0.780 2.466 0.127
N -0.989 -0.434 0.448
P 3.408 -0.829 0.327
H 2.555 1.158 -0.991
H -2.371 -1.858 -0.431
H -2.164 -1.867 1.422
H -1.169 0.352 -1.475
H -0.642 -0.116 1.395
*
```

Results
- Gap between HOMO and LUMO (alpha / beta): 7.91 / 7.91 eV
- E_HOMO (alpha / beta): -7.782 / -7.782 eV
- Max |F|: 4.961 eV/A
- Molar mass: 112.07 g mol⁻¹
- LUMO level (alpha / beta): 0.124 / 0.123 eV
- ΔE to the lowest compared entry with this formula, charge and spin: 374.10 kJ/mol